C20H26AsF3N3NiOS6Sb | ωB97M-V/def2-TZVPD

Positions of all 62 atoms, in Å:
Ni (0.19642, -0.21922, 0.96158)
F (-1.75846, 2.64768, 6.18180)
C (-2.31808, 1.64696, 5.44349)
F (-3.19086, 2.24126, 4.63911)
F (-3.08219, 0.97280, 6.35668)
C (-1.28501, 0.74615, 4.85908)
C (-0.56605, -0.00184, 5.77469)
C (0.40762, -0.88226, 5.33141)
C (0.59601, -0.99796, 3.96155)
N (-0.06722, -0.28170, 3.07676)
C (-0.98566, 0.64014, 3.47678)
S (-1.68078, 1.61620, 2.29279)
H (-0.78664, 0.10896, 6.82890)
H (0.99633, -1.46687, 6.01830)
H (1.31906, -1.69208, 3.54744)
S (5.89959, -0.19381, 1.92985)
As (5.66186, -1.24979, 0.11422)
S (2.11884, -1.89159, 0.89572)
S (3.31036, -1.23824, -0.55497)
S (6.58990, -0.20542, -1.48162)
C (0.06409, -2.41164, -4.46493)
C (-0.16170, -3.07715, -3.11304)
C (0.42938, -2.26431, -1.96296)
N (-0.17231, -0.96126, -1.83662)
C (-0.81454, -0.55927, -0.69037)
S (-1.46228, -1.68489, 0.42845)
N (-1.48763, 0.68229, -0.84042)
C (-2.25428, 1.12253, -1.86603)
O (-2.68770, 2.26263, -1.90785)
C (-2.59447, 0.14915, -2.95561)
C (-2.65021, 0.61829, -4.26468)
C (-3.06245, -0.21005, -5.29191)
C (-3.43235, -1.51740, -5.02298)
C (-3.41377, -1.97863, -3.71752)
C (-3.00422, -1.15257, -2.68469)
H (-0.29727, -3.04633, -5.27143)
H (1.12296, -2.22191, -4.62738)
H (-0.47022, -1.46742, -4.51386)
H (0.31421, -4.05997, -3.10258)
H (-1.22749, -3.21719, -2.93724)
H (1.50564, -2.16397, -2.11857)
H (0.25609, -2.78573, -1.01756)
H (0.24358, -0.21988, -2.38444)
H (-1.55987, 1.21822, 0.04041)
H (-2.37433, 1.64502, -4.45197)
H (-3.10343, 0.16981, -6.30357)
H (-3.73592, -2.17217, -5.82939)
H (-3.71567, -2.99482, -3.50444)
H (-3.00374, -1.52448, -1.67247)
C (1.02416, 3.72319, 1.16033)
Sb (1.69886, 1.68014, 0.99860)
C (3.52711, 2.27017, 0.03332)
C (2.59552, 1.63076, 2.96663)
H (1.79375, 4.31955, 1.63656)
H (0.11406, 3.76831, 1.74431)
H (0.82583, 4.12880, 0.17419)
H (3.96450, 3.07690, 0.60847)
H (3.33873, 2.59981, -0.98213)
H (4.23068, 1.44910, 0.00752)
H (3.20652, 2.52159, 3.08961)
H (3.22984, 0.75196, 3.06004)
H (1.82531, 1.60344, 3.73465)

Atomic forces in eV per Å
Ni -0.2 -1.6 1.3
F 0.3 0.1 0.0
C -0.5 0.4 0.6
F 0.1 -0.2 -0.2
F 0.0 -0.3 0.1
C 0.2 -0.2 -0.2
C 0.0 -0.1 -0.2
C -0.1 0.0 0.0
C 0.2 -0.3 0.3
N 0.0 0.4 0.0
C 0.0 -0.2 0.4
S -0.1 0.3 -0.7
H 0.1 0.0 0.0
H 0.1 -0.1 0.1
H 0.1 0.0 0.0
S -0.1 -0.3 0.2
As -0.7 0.8 -0.1
S -1.0 0.0 1.1
S 1.6 0.4 -0.9
S -0.1 -0.3 -0.2
C -0.1 -0.2 0.2
C 0.2 0.2 0.0
C 0.0 -0.6 -0.1
N 0.2 0.3 -0.3
C -0.4 -0.2 -0.8
S 0.0 -0.1 0.4
N -0.2 0.7 0.2
C 0.1 -0.2 -0.1
O -0.1 0.1 0.0
C -0.4 0.0 -0.4
C 0.1 0.1 0.3
C 0.0 0.0 -0.1
C 0.0 0.0 -0.1
C -0.1 0.0 0.0
C -0.1 0.1 -0.1
H -0.1 0.0 -0.2
H 0.2 0.0 0.0
H -0.1 0.2 -0.1
H 0.0 -0.1 0.0
H 0.0 -0.1 0.0
H 0.0 0.0 0.2
H 0.3 0.1 -0.2
H 0.0 0.0 0.2
H 0.0 -0.2 -0.5
H 0.0 0.1 0.0
H 0.0 0.0 -0.1
H 0.0 0.0 0.0
H 0.0 -0.1 0.1
H 0.0 0.0 0.1
C -0.1 -0.2 -0.1
Sb 1.6 1.4 0.4
C -0.3 -0.3 0.0
C -0.3 -0.1 -0.2
H 0.2 0.0 0.1
H -0.2 0.0 0.1
H 0.0 0.1 -0.2
H 0.0 0.3 0.2
H -0.1 0.1 -0.2
H 0.1 -0.2 0.0
H 0.0 0.1 0.0
H 0.0 -0.1 -0.1
H -0.1 0.1 0.0

Net charge = -2
<S²> = 2.11
Energy = -209267.3250 eV
Spin multiplicity = 3

***

CH4N2O2S | ωB97M-V/def2-TZVPD

Positions of all 10 atoms, in Å:
C (0.63863, -0.03531, -0.08055)
N (-0.72313, -0.25110, -0.58744)
N (-1.70442, 0.53658, 0.28123)
S (-1.45618, 1.09816, -1.22865)
O (-2.59632, 0.98513, -2.07935)
O (-0.58202, 2.20610, -1.35302)
H (1.31934, -0.56036, -0.72734)
H (0.68491, 1.03164, -0.21575)
H (0.81664, -0.68991, 0.81585)
H (-2.53595, -0.17532, 0.37405)

Atomic forces in eV per Å
C -0.4 -1.4 -0.5
N -0.1 -0.7 -0.9
N -2.0 -1.5 1.2
S -1.1 -1.0 0.3
O 0.5 -0.4 -0.2
O 0.3 0.6 0.1
H 0.2 0.2 -1.0
H 1.7 0.4 1.5
H -0.7 1.7 0.0
H 1.6 2.2 -0.4

Net charge = 0
Energy = -19008.4666 eV

***

Cs2F10N5O20S10 | ωB97M-V/def2-TZVPD

Positions of all 47 atoms, in Å:
Cs (0.24036, -1.18212, -0.51707)
Cs (-2.71007, -0.43257, 2.74182)
N (2.17438, 3.69594, -3.36337)
S (2.41867, 2.70761, -1.97942)
O (3.40356, 1.60870, -1.93506)
O (1.26080, 2.56149, -1.14577)
F (3.24063, 3.79973, -1.12918)
S (2.02329, 2.53807, -4.34439)
O (0.95978, 1.55742, -4.03565)
O (3.23282, 2.09663, -4.99369)
F (1.17367, 3.45016, -5.45144)
N (-0.50867, -2.39315, 2.19314)
S (-1.18594, -3.92343, 1.95325)
O (-2.63280, -3.84255, 1.77249)
O (-0.58437, -5.10998, 2.49440)
F (-0.65416, -4.06203, 0.43482)
S (0.63182, -2.69679, 3.07707)
O (1.88926, -3.05090, 2.45270)
O (0.21966, -3.12703, 4.42362)
F (0.91189, -1.14512, 3.29410)
N (-2.18086, 2.99789, 1.55873)
S (-1.86024, 2.75491, -0.12723)
O (-1.54357, 1.39626, -0.55320)
O (-1.41369, 3.92418, -0.87338)
F (-3.39091, 2.72379, -0.54402)
S (-0.70633, 2.89376, 1.80142)
O (0.04340, 4.16061, 1.73462)
O (0.03327, 1.64696, 1.63451)
F (-1.01915, 2.69890, 3.43590)
N (4.84290, 1.17408, 1.81851)
S (5.24318, -0.29712, 2.62394)
O (4.44726, -1.50323, 2.51784)
O (5.82682, -0.10757, 3.94900)
F (6.55313, -0.62620, 1.72366)
S (3.37232, 0.94718, 1.83601)
O (2.80862, 0.66991, 3.15289)
O (2.71686, 0.30024, 0.70800)
F (3.03931, 2.49559, 1.70124)
N (-4.88913, -3.27144, -2.10809)
S (-3.60119, -2.81957, -2.84768)
O (-2.52922, -2.05632, -2.20862)
O (-3.82041, -2.67601, -4.29257)
F (-2.97287, -4.33139, -2.80166)
S (-5.72831, -1.74307, -2.50536)
O (-6.39242, -1.69327, -3.83221)
O (-5.43323, -0.48984, -1.86710)
F (-6.95011, -2.21932, -1.57753)

Atomic forces in eV per Å
Cs 0.4 0.8 -0.4
Cs 0.3 0.5 -0.3
N 1.2 -1.4 3.9
S 1.9 0.6 4.1
O -2.0 1.8 -1.7
O 0.0 -0.2 -1.4
F -0.2 0.3 -0.8
S -3.5 -1.9 -4.2
O 2.4 1.0 -0.2
O -0.9 0.2 0.0
F 1.1 -0.5 0.1
N -6.3 -3.4 -3.4
S -1.4 -0.3 -3.5
O 1.9 0.4 1.0
O -0.6 1.3 0.7
F -0.4 0.2 0.1
S 7.4 2.6 6.2
O -1.9 -1.2 0.6
O 0.9 -0.3 -2.1
F -0.1 0.1 0.5
N -2.0 -1.0 -5.2
S -3.8 0.3 -4.8
O 0.4 1.6 1.2
O 0.0 -2.0 1.9
F -0.8 0.3 0.4
S 7.9 1.3 7.5
O -1.5 -2.6 -0.2
O -1.3 1.3 -0.8
F 0.3 0.4 0.2
N 4.9 -3.9 1.4
S 2.8 -0.8 1.5
O 0.5 1.6 -0.8
O -0.7 0.6 -1.7
F -0.5 0.2 0.1
S -8.2 1.8 0.3
O 0.7 -0.2 -1.1
O 1.0 0.5 1.1
F -0.4 0.0 -0.7
N -1.6 4.5 -0.1
S 4.8 -3.0 -3.1
O -2.0 -0.5 -0.5
O 0.7 0.8 2.0
F 0.1 0.5 0.2
S -5.1 -1.1 -0.6
O 2.0 -0.3 2.7
O 1.3 -0.8 -0.5
F -0.3 -0.2 0.1

Net charge = -3
Energy = -185019.9802 eV

***

C16H31F3P2Sn | ωB97M-V/def2-TZVPD

Positions of all 53 atoms, in Å:
P (-0.23850, 0.23663, -2.04011)
P (-0.12299, -1.67067, 0.99785)
C (0.32408, -1.48663, -1.81820)
C (-0.34707, -2.37019, -0.71120)
H (1.41456, -1.42932, -1.64561)
H (0.19160, -1.97840, -2.79820)
H (-1.43920, -2.44410, -0.87177)
H (0.07502, -3.38038, -0.72221)
C (1.53461, -2.56749, 1.15857)
H (2.01058, -2.41229, 2.13602)
H (2.26047, -2.28209, 0.38462)
H (1.33312, -3.62196, 1.00854)
C (-0.88428, -2.80758, 2.23475)
H (-0.16283, -3.40786, 2.78565)
H (-1.59280, -3.45005, 1.69719)
H (-1.41340, -2.15989, 2.96223)
C (0.67143, 0.63292, -3.57190)
H (0.38109, 1.62353, -3.92981)
H (0.47938, -0.10936, -4.35047)
H (1.74546, 0.64731, -3.36887)
C (-1.95581, 0.21062, -2.58066)
H (-2.55735, -0.50378, -1.99269)
H (-1.93215, -0.09965, -3.63690)
H (-2.38896, 1.22237, -2.50024)
Sn (-3.28095, -1.03483, 0.75693)
C (1.85090, 0.22772, 1.38597)
C (2.79810, 0.06033, 0.43530)
C (3.71805, 1.17022, 0.13382)
C (2.82983, 2.39838, -0.31630)
C (1.79635, 2.12125, -1.27853)
C (0.44773, 1.87907, -1.05589)
C (-0.11646, 1.63773, 0.39928)
C (0.85830, 1.36249, 1.54855)
C (-4.26247, 0.90953, 0.45297)
H (1.87745, -0.41965, 2.29517)
H (3.11113, -0.92234, 0.05819)
H (4.46062, 0.93188, -0.63855)
H (4.25861, 1.43054, 1.07526)
H (2.51390, 2.96496, 0.58258)
H (3.55977, 3.03928, -0.80379)
H (2.10019, 2.23245, -2.31945)
H (-0.22583, 2.61094, -1.58929)
H (-0.94660, 0.89661, 0.40828)
H (-0.62864, 2.57591, 0.67004)
H (1.30845, 2.34295, 1.83009)
H (0.23151, 1.08664, 2.41829)
H (-5.33631, 0.67723, 0.32114)
H (-3.86826, 1.54565, -0.36864)
H (-4.16222, 1.45374, 1.39389)
F (-4.32823, 0.33940, 3.46629)
C (-3.11590, -0.11299, 3.01781)
F (-2.29588, 1.00406, 2.85498)
F (-2.53922, -0.80088, 4.03902)

Atomic forces in eV per Å
P 0.9 -0.3 -0.3
P 1.4 -1.2 0.0
C -0.1 -1.1 0.2
C -0.7 0.3 -0.3
H -0.4 0.1 0.0
H 0.1 0.0 0.3
H 0.5 -0.1 -0.3
H -0.1 0.1 -0.3
C 0.3 0.4 -0.2
H -0.2 -0.1 -0.3
H -0.5 -0.2 0.4
H -0.2 -0.3 0.2
C -1.1 0.2 0.0
H 0.1 0.0 -0.2
H 0.0 -0.1 0.5
H 0.2 -0.7 -0.4
C -0.2 -0.4 -0.3
H 0.0 -0.1 0.0
H -0.1 0.1 0.0
H -0.2 -0.1 0.1
C -0.5 -0.3 -0.6
H 0.2 0.3 -0.3
H -0.5 0.1 0.3
H 0.1 -0.4 0.0
Sn -0.3 1.1 1.4
C 0.1 -0.1 0.9
C 0.7 -0.6 0.7
C -0.8 1.6 -0.7
C 2.5 0.3 1.4
C -0.7 0.1 -1.4
C -0.7 0.8 1.9
C -0.3 1.4 -0.5
C 0.4 0.8 1.1
C 0.2 0.2 -0.2
H -0.7 -0.2 -1.4
H 0.4 0.4 1.1
H -0.2 0.0 0.1
H -0.2 -0.2 -0.7
H 0.1 -0.4 -0.6
H 0.0 0.5 -0.1
H -0.2 0.5 0.3
H -0.1 -1.1 0.0
H 0.7 0.3 -0.2
H 0.2 -0.1 0.1
H -0.1 -0.7 -0.1
H 0.2 0.2 -0.4
H 0.4 0.2 -0.2
H -0.4 -0.5 0.4
H -0.1 0.1 -0.3
F 0.7 -0.1 0.1
C 0.4 -0.2 -1.2
F -0.7 -0.4 0.3
F -0.5 0.3 0.0

Net charge = 0
Energy = -49648.4152 eV

***

Energy above the lowest of the compared OMol25 structures with the same formula, charge and spin (computed, kcal/mol): 72.13, 79.73, 0.00, 113.00
F_max (computed, eV Å⁻¹): 2.119, 2.802, 10.942, 2.863